[1]
Density functional theory data (wB97M-V/def2-TZVPD) for a structure of composition C34H35BrI2N4OTm.

Geometry as XYZ:
```
78
Properties=species:S:1:pos:R:3:forces:R:3:lowdin_spin:R:1
Tm -0.71891 1.11946 0.79528 -0.3 1.5 1.1 2.01
C -2.26733 -1.03252 4.68614 0.1 0.2 0.0 0.00
C -2.09094 -0.10084 5.69649 0.0 -0.1 -0.3 0.00
C -1.32233 1.02608 5.44762 0.1 0.0 -0.3 0.00
C -0.75719 1.19686 4.18388 -0.3 -0.3 0.1 0.00
N -1.00734 0.33410 3.18288 -0.1 0.3 0.0 0.00
C -1.72111 -0.75930 3.44113 -0.1 -0.2 0.0 0.00
C 0.15195 2.31999 3.86096 0.3 0.4 0.1 0.00
C 0.72129 3.11044 4.85888 -0.1 -0.1 -0.2 0.00
C 1.52608 4.17303 4.48995 -0.1 -0.1 -0.2 0.00
C 1.80046 4.38777 3.15124 -0.2 -0.2 0.0 0.00
C 1.26821 3.50829 2.20881 -0.1 0.1 0.5 0.00
N 0.42789 2.52586 2.56617 0.2 -0.1 0.0 0.00
C 1.66739 3.54820 0.78397 0.2 0.1 -0.5 0.00
C 2.57405 4.47785 0.27162 -0.3 -0.2 0.1 0.00
C 2.99951 4.35928 -1.04179 -0.1 -0.2 0.0 0.00
C 2.52842 3.30693 -1.80978 0.0 0.1 0.2 0.00
C 1.61931 2.43518 -1.23245 0.1 -0.1 -0.3 0.00
N 1.17995 2.56069 0.01543 0.0 0.0 0.2 0.00
H -2.83461 -1.93482 4.84438 -0.1 -0.1 0.0 0.00
H -2.54517 -0.24595 6.66441 0.0 0.0 0.1 0.00
H -1.19760 1.76626 6.22057 0.1 0.1 0.1 0.00
H -1.86644 -1.44424 2.61141 -0.1 0.1 0.1 0.00
H 0.54418 2.90893 5.90220 0.0 -0.1 0.1 0.00
H 1.95683 4.81631 5.23970 0.0 0.1 0.1 0.00
H 2.42951 5.21275 2.86301 0.1 0.0 -0.1 0.00
H 2.95969 5.27862 0.87907 0.0 0.0 0.1 0.00
H 3.70692 5.06292 -1.45136 0.1 0.1 0.0 0.00
H 2.86562 3.15034 -2.82127 0.0 0.0 -0.1 0.00
H 1.23258 1.58142 -1.77934 0.0 0.1 0.0 0.00
C 3.12299 -5.41984 -0.88498 -0.2 0.0 0.0 0.00
C 1.59101 -5.39179 -0.96070 0.1 -0.2 0.0 0.00
C 1.17493 -6.15564 -2.21928 0.1 0.1 0.2 0.00
C 0.99134 -6.09671 0.26400 0.1 0.0 -0.2 0.00
C 1.11550 -3.94946 -0.97161 -0.1 0.1 -0.1 0.00
C 1.48531 -3.09906 0.06195 0.0 0.2 0.1 0.00
C 1.01849 -1.80898 0.04553 -0.1 0.4 0.1 0.00
Br 1.54819 -0.58626 1.47293 0.2 -0.6 -0.2 0.00
C 0.16960 -1.24376 -0.92428 0.6 -1.5 -0.4 0.00
O -0.21303 0.00530 -0.78624 0.0 0.2 -0.7 0.00
C -0.16546 -2.10967 -1.99511 -0.1 0.6 0.3 0.00
C 0.31285 -3.41449 -1.96855 0.2 -0.2 0.3 0.00
C -1.00321 -1.71772 -3.21106 -0.1 0.1 -0.1 0.00
C -2.23736 -2.62987 -3.28933 0.1 0.1 0.0 0.00
C -1.50781 -0.27363 -3.19655 0.0 -0.1 0.0 0.00
C -0.13012 -1.89780 -4.46466 -0.1 0.0 0.2 0.00
H 3.47556 -6.44636 -0.94261 0.1 -0.1 0.0 0.00
H 3.48884 -4.98775 0.04075 0.1 0.1 0.1 0.00
H 3.54653 -4.86236 -1.71718 0.1 0.0 -0.1 0.00
H 1.54651 -7.17556 -2.15298 0.0 -0.1 0.0 0.00
H 1.60370 -5.70016 -3.10947 0.0 0.0 -0.1 0.00
H 0.09384 -6.20211 -2.32427 -0.1 0.0 -0.1 0.00
H 1.33728 -7.12588 0.30656 0.0 -0.2 0.0 0.00
H -0.09503 -6.10038 0.20398 -0.1 0.0 0.0 0.00
H 1.28154 -5.60112 1.18619 0.0 0.0 0.1 0.00
H 2.12456 -3.42378 0.86571 0.1 -0.1 0.1 0.00
H 0.03414 -4.05673 -2.78461 0.0 -0.1 -0.1 0.00
H -2.84898 -2.51566 -2.39654 -0.1 0.0 0.1 0.00
H -1.96509 -3.67707 -3.38468 0.0 -0.1 0.0 0.00
H -2.83919 -2.35828 -4.15316 -0.1 0.0 -0.1 0.00
H -2.18145 -0.10480 -2.36081 0.0 0.1 0.1 0.00
H -2.06045 -0.08301 -4.11468 0.0 0.0 -0.1 0.00
H -0.68385 0.43486 -3.14500 0.0 0.1 0.0 0.00
H 0.16324 -2.93369 -4.60568 0.1 -0.1 -0.1 0.00
H 0.77610 -1.29938 -4.38502 0.1 0.1 0.0 0.00
H -0.67816 -1.57933 -5.34750 -0.1 0.0 -0.1 0.00
I -3.48649 0.42979 0.46190 -0.3 -0.2 0.0 0.00
I -2.76781 3.66504 2.52763 -0.1 0.4 -0.3 0.00
C -2.41601 4.27565 0.53651 0.0 -0.2 0.6 0.00
C -3.00168 5.44560 0.08496 0.0 0.0 0.0 0.00
C -2.80019 5.79301 -1.23888 0.1 -0.2 0.0 0.00
C -2.03619 4.95555 -2.03861 0.0 0.0 0.0 0.00
C -1.47419 3.82480 -1.47659 0.1 0.0 -0.2 0.00
N -1.64424 3.48278 -0.19515 -0.1 -0.3 0.3 0.00
H -3.60242 6.04765 0.74850 0.0 0.0 0.0 0.00
H -3.24117 6.69379 -1.63795 0.0 0.1 0.0 0.00
H -1.88654 5.17363 -3.08408 0.1 0.0 -0.1 0.00
H -0.86683 3.15078 -2.06849 0.0 0.0 0.0 0.00
```
Forces are in eV/Å.

Computed properties:
- net charge = +1
- HOMO level (spin up / spin down) (hartree) = -0.3711 / -0.3715
- ⟨S²⟩ = 2.002
- multiplicity = 3
- LUMO energy (spin up / spin down) (Ha) = -0.1287 / -0.1287

[2]
Density functional theory data (wB97M-V/def2-TZVPD) for a structure of composition C34H35BrN3O2PSiSn.

Geometry as XYZ:
```
78
Properties=species:S:1:pos:R:3:forces:R:3:lowdin_charge:R:1
Sn -0.03162 0.90065 0.15974 0.0 0.2 0.2 1.26
N -1.05060 2.17413 -1.42816 -0.2 0.1 0.1 0.02
C -1.78622 1.45500 -2.46037 0.0 0.0 0.0 -0.27
C -2.57307 2.15615 -3.35848 0.0 0.0 0.0 0.01
C -3.30215 1.47161 -4.31909 0.0 0.0 0.0 -0.02
C -3.26228 0.08422 -4.37836 0.0 0.0 0.0 -0.03
C -2.48231 -0.62026 -3.47926 0.0 0.0 0.0 -0.06
C -1.72634 0.06165 -2.52116 0.0 0.0 -0.1 -0.31
P -0.68642 -0.90452 -1.42728 0.1 0.0 -0.1 1.03
C -1.62382 -2.28993 -0.81935 0.0 0.0 0.0 -0.36
C -2.89609 -2.04537 -0.29082 0.0 0.0 0.0 -0.09
C -3.68734 -3.11501 0.08013 0.0 0.0 0.0 -0.06
C -3.21421 -4.41464 -0.07470 0.0 0.0 0.0 -0.05
C -1.94857 -4.65223 -0.58890 0.0 0.0 0.0 -0.04
C -1.14089 -3.58865 -0.96624 0.0 0.0 0.0 -0.06
C 0.84482 -1.36158 -2.23492 0.0 0.0 0.1 -0.38
C 1.89818 -1.81434 -1.43372 0.0 0.0 0.0 -0.11
C 3.11117 -2.13408 -2.01729 0.0 0.0 0.0 -0.06
C 3.27768 -1.98973 -3.39051 0.0 0.0 0.0 -0.03
C 2.23449 -1.53260 -4.18298 0.0 0.0 0.0 -0.04
C 1.01157 -1.21474 -3.60992 0.0 0.0 0.0 -0.06
H -1.69879 2.69343 -0.83262 -0.1 0.1 -0.1 0.13
H -0.41107 2.84911 -1.84477 0.0 -0.1 0.0 0.08
H -2.62395 3.23638 -3.30249 0.0 0.0 0.0 0.13
H -3.91336 2.02579 -5.01820 0.0 0.0 0.0 0.13
H -3.84387 -0.44614 -5.11935 0.0 0.0 0.0 0.13
H -2.46309 -1.70332 -3.51256 0.0 0.0 0.0 0.13
H -3.26727 -1.03179 -0.18262 0.0 0.0 0.0 0.12
H -4.67248 -2.93959 0.48970 0.0 0.0 0.0 0.12
H -3.84015 -5.24862 0.21302 0.0 0.0 0.0 0.12
H -1.59011 -5.66547 -0.70662 0.0 0.0 0.0 0.12
H -0.15961 -3.77304 -1.38464 0.0 0.0 0.0 0.11
H 1.77110 -1.93045 -0.36082 0.0 0.0 0.0 0.11
H 3.92666 -2.49508 -1.40542 0.0 0.0 0.0 0.12
H 4.22841 -2.23643 -3.84328 0.0 0.0 0.0 0.12
H 2.36969 -1.42447 -5.25021 0.0 0.0 0.0 0.12
H 0.20093 -0.85735 -4.23157 0.0 0.0 0.0 0.11
C 0.96382 -1.60496 3.11403 0.0 0.0 0.0 -0.01
C 1.62259 -0.27554 2.93464 0.0 0.0 -0.1 -0.28
C 2.53820 0.22062 3.84027 0.0 -0.1 0.0 0.00
C 3.17014 1.43288 3.58917 0.0 0.0 0.0 0.00
C 2.91082 2.14278 2.43157 0.0 0.0 0.0 0.01
C 1.99131 1.60418 1.54494 0.0 0.1 0.1 -0.44
N 1.36171 0.43483 1.81616 -0.1 -0.1 0.2 0.04
N 1.55414 2.14911 0.34570 0.3 0.0 -0.2 -0.15
Si 2.75933 2.69450 -0.87556 -0.1 0.0 0.2 0.44
C 4.15186 1.46125 -0.85401 0.0 0.0 0.0 -0.14
C 1.87583 2.64042 -2.52496 0.0 0.0 -0.1 -0.16
C 3.31389 4.41818 -0.48475 0.0 0.0 0.0 -0.15
H 1.72439 -2.37436 3.25162 0.0 0.0 0.0 0.10
H 0.35308 -1.87685 2.25276 0.0 0.0 0.0 0.06
H 0.32633 -1.61070 3.99746 0.0 0.0 0.0 0.09
H 2.76032 -0.34617 4.73305 0.0 0.0 0.0 0.13
H 3.87453 1.82688 4.30996 0.0 0.0 0.0 0.13
H 3.37981 3.09261 2.22664 0.0 0.0 0.0 0.12
H 3.79589 0.44393 -1.03516 0.0 0.0 0.0 0.02
H 4.68803 1.46882 0.09638 0.0 0.0 0.0 0.04
H 4.87801 1.70126 -1.63384 0.0 0.0 0.0 0.05
H 1.36935 1.68887 -2.72201 0.0 0.0 0.0 0.02
H 2.61878 2.76011 -3.31679 0.0 0.0 0.0 0.06
H 1.17303 3.46759 -2.66277 0.0 0.0 0.0 0.04
H 3.89294 4.46886 0.43817 0.0 0.0 0.0 0.03
H 2.47214 5.10553 -0.38979 0.0 0.0 0.0 0.05
H 3.96075 4.79107 -1.28254 0.0 0.0 0.0 0.05
Br -2.39377 -3.44225 3.54660 0.0 0.0 0.0 0.80
C -2.56294 -1.61479 4.00757 0.0 0.0 0.0 -0.67
C -2.98992 -1.26018 5.27778 0.0 0.0 0.0 -0.09
C -3.05652 0.08463 5.61869 0.0 0.0 0.0 -0.03
C -2.67896 1.05928 4.71047 0.0 0.0 0.0 0.01
C -2.25675 0.68947 3.43604 -0.1 0.0 0.0 -0.13
C -2.21857 -0.65159 3.07681 0.0 -0.1 0.0 -0.10
C -1.80379 1.76088 2.51043 0.2 0.2 0.1 -0.51
O -1.62957 2.89807 2.83636 0.0 0.0 0.0 0.15
O -1.59911 1.37679 1.21551 -0.3 -0.5 -0.2 -0.22
H -3.26173 -2.02419 5.99273 0.0 0.0 0.0 0.11
H -3.39405 0.36686 6.60627 0.0 0.0 0.0 0.12
H -2.70028 2.10748 4.97350 0.0 0.0 0.0 0.13
H -1.91410 -0.95489 2.08501 0.0 0.0 0.0 0.07
```
Forces are in eV/Å.

Computed properties:
- relative energy (zero: lowest compared OMol25 entry of this formula, charge and spin) (kJ/mol) = 100.83
- net charge = +2
- HOMO level (hartree) = -0.5016
- LUMO energy (Ha) = -0.2181